1.
Computed, not measured: a cluster of 2 separate species, C2HN3O2S in total, with ωB97M-V with the def2-TZVPD basis set.

Last column: Löwdin charge in e.
Atoms and positions in Å:
C: -0.879 0.407 2.062  -0.44
C: 1.217 -0.481 -0.633  -0.71
N: -1.609 0.743 -2.126  0.26
N: -0.792 0.159 -1.630  -0.20
N: -0.065 -0.633 -1.114  0.01
O: -0.450 -0.144 2.964  0.23
O: -1.282 0.956 1.140  0.19
S: 2.238 -1.523 0.152  0.62
H: 1.622 0.517 -0.815  0.05

Atoms 1-2, force components in eV/Å:
C 0.195 -0.073 -0.092
C 1.049 0.643 0.218

Multiplicity: 1
Energy relative to the best compared isomer or geometry (same formula, charge and spin) (kcal per mole): 25.0
Charge: 0
Gap between HOMO and LUMO (eV): 8.34
HOMO level (eV): -9.2074



2.
Computed, not measured: an isolated molecule of C2HN3O3, with ωB97M-V with the def2-TZVPD basis set.

Last column: Löwdin charge in e.
Atoms and positions in Å:
O: 1.321 2.647 -0.525  0.10
C: 0.818 1.501 -0.433  -0.42
N: 1.501 0.409 0.378  0.16
N: 0.901 -0.737 0.651  0.14
C: -0.464 -0.852 0.229  -0.38
O: -1.040 -1.893 0.921  0.12
N: -1.019 -0.033 -0.587  0.14
O: -0.301 1.020 -0.944  0.05
H: -1.716 -2.063 0.309  0.08

Atoms 1-2, force components in eV/Å:
O -2.610 -5.039 -0.127
C 2.859 1.163 2.564

Multiplicity: 1
SMILES: O=c1nnc(O)no1
Energy relative to the best compared isomer or geometry (same formula, charge and spin) (kcal per mole): 137.7
Charge: 0
Gap between HOMO and LUMO (eV): 8.44
HOMO level (eV): -10.3419